Density functional theory data (ωB97M-V/def2-TZVPD) for 3 unconnected molecules or ions with the total composition C4H12O4 at a distorted geometry.

The total energy comes out at -12530.048 eV. The calculation puts the frontier orbital gap at 9.851 eV. The energy above the lowest of the compared OMol25 structures with the same formula, charge and spin comes out at 70.2 kcal/mol. Its structure (SMILES) is C[C@@H](O)CC=O.O.O. The highest occupied orbital energy is -9.28 eV.

Structure (ORCA input):
```
! wB97M-V def2-TZVPD RIJCOSX def2/J DEFGRID3
* xyz 0 1
C 2.09399 -0.09137 1.48710
C 0.77605 0.38171 1.02502
O 0.65580 1.79267 1.18433
C 0.33614 0.20463 -0.50114
C -0.29963 1.53538 -0.95336
O -0.68120 1.45990 -2.10137
H 2.48943 -0.96045 0.97556
H 1.99414 -0.48747 2.58432
H 2.81805 0.80472 1.51724
H -0.17872 -0.14080 1.60027
H 1.56458 2.18969 1.04042
H 1.15551 -0.12929 -1.19030
H -0.37671 -0.60518 -0.46496
H -0.48026 2.48717 -0.44721
O -0.40017 -2.29160 1.29805
H 0.27801 -2.45396 0.61523
H -1.15567 -2.91452 1.26266
O -2.29254 -1.86161 -1.63701
H -1.74562 -1.91154 -2.41133
H -2.05719 -0.85533 -1.37972
*
```